No. 1
141
Properties=species:S:1:pos:R:3:lowdin_charge:R:1 method="wB97M-V/def2-TZVPD" e_tot_ev=-113448.8697 molar_mass_g_mol=1109.8 total_charge=-1 spin_multiplicity=1
S 4.629 3.216 6.827 0.44
B 4.527 4.328 5.282 -1.29
I 3.205 6.235 5.625 0.34
H 3.423 2.636 6.706 -0.22
H 5.627 4.757 5.067 -0.07
H 4.022 3.783 4.339 -0.07
C -0.028 4.365 3.720 -0.06
C 1.120 3.396 3.633 -0.19
O 0.893 2.383 2.609 0.03
C 1.166 2.732 1.366 -0.59
O 1.606 3.779 0.968 0.12
O 0.889 1.676 0.573 -0.03
C 1.153 1.906 -0.810 -0.05
H -0.973 3.849 3.898 0.06
H 0.170 5.051 4.544 0.06
H -0.120 4.951 2.805 0.08
H 1.228 2.813 4.545 0.13
H 2.068 3.894 3.434 0.08
H 2.177 2.242 -0.962 0.09
H 0.468 2.657 -1.206 0.09
H 0.994 0.951 -1.304 0.09
C -1.544 -0.448 1.110 -0.05
C -0.544 -0.780 2.189 -0.18
O -1.223 -1.138 3.421 0.05
C -1.675 -2.376 3.495 -0.61
O -1.525 -3.250 2.671 0.10
O -2.307 -2.530 4.665 0.00
C -2.710 -3.871 4.958 -0.04
H -2.199 0.359 1.441 0.09
H -1.023 -0.116 0.213 0.07
H -2.148 -1.322 0.864 0.08
H 0.059 0.080 2.463 0.11
H 0.109 -1.604 1.903 0.12
H -1.846 -4.534 4.916 0.08
H -3.455 -4.220 4.245 0.10
H -3.124 -3.839 5.961 0.09
C 9.423 3.301 1.323 -0.07
C 8.838 4.656 1.655 -0.21
O 7.754 5.006 0.772 0.03
C 6.590 4.413 1.069 -0.61
O 6.397 3.650 1.976 0.13
O 5.666 4.832 0.203 0.00
C 4.337 4.371 0.519 -0.04
H 9.754 3.270 0.283 0.08
H 10.286 3.114 1.965 0.08
H 8.689 2.517 1.496 0.07
H 9.565 5.453 1.500 0.12
H 8.477 4.690 2.683 0.13
H 4.072 4.647 1.538 0.10
H 4.281 3.288 0.419 0.09
H 3.686 4.862 -0.197 0.09
C 3.505 0.242 -7.390 -0.06
C 2.868 -0.235 -6.105 -0.19
O 2.997 0.743 -5.047 0.04
C 2.154 1.768 -5.104 -0.61
O 1.292 1.930 -5.937 0.10
O 2.406 2.584 -4.087 0.01
C 1.553 3.735 -4.011 -0.03
H 4.553 0.496 -7.228 0.08
H 3.453 -0.558 -8.130 0.08
H 2.978 1.109 -7.783 0.08
H 3.379 -1.108 -5.703 0.13
H 1.814 -0.470 -6.247 0.11
H 0.509 3.428 -3.980 0.10
H 1.714 4.384 -4.870 0.10
H 1.835 4.233 -3.088 0.09
C -6.072 7.713 2.733 -0.07
C -5.430 6.598 1.938 -0.21
O -4.339 5.993 2.656 0.04
C -4.691 5.125 3.606 -0.61
O -5.818 4.776 3.861 0.11
O -3.589 4.688 4.203 0.00
C -3.806 3.740 5.255 -0.03
H -5.329 8.461 3.009 0.08
H -6.838 8.197 2.124 0.08
H -6.542 7.321 3.633 0.08
H -4.962 6.975 1.030 0.12
H -6.153 5.826 1.677 0.12
H -4.392 2.898 4.893 0.10
H -4.329 4.213 6.085 0.10
H -2.813 3.422 5.559 0.09
C -0.638 -7.589 3.954 -0.06
C 0.284 -7.371 5.132 -0.19
O -0.353 -7.755 6.374 0.04
C -0.391 -9.059 6.618 -0.62
O 0.088 -9.933 5.940 0.12
O -1.045 -9.253 7.768 0.00
C -1.149 -10.624 8.162 -0.04
H -1.572 -7.043 4.097 0.08
H -0.164 -7.210 3.048 0.07
H -0.857 -8.646 3.811 0.08
H 0.523 -6.319 5.274 0.11
H 1.213 -7.931 5.027 0.13
H -0.163 -11.082 8.218 0.09
H -1.756 -11.180 7.448 0.10
H -1.625 -10.605 9.137 0.09
C -1.708 -3.591 -10.316 -0.06
C -1.117 -4.012 -8.990 -0.21
O -0.471 -2.911 -8.319 0.03
C -1.292 -2.062 -7.700 -0.61
O -2.491 -2.173 -7.619 0.11
O -0.565 -1.081 -7.176 0.00
C -1.308 -0.100 -6.435 -0.02
H -0.941 -3.151 -10.954 0.08
H -2.116 -4.466 -10.824 0.08
H -2.512 -2.872 -10.170 0.07
H -0.317 -4.738 -9.121 0.12
H -1.876 -4.429 -8.328 0.12
H -1.879 -0.583 -5.643 0.10
H -1.987 0.439 -7.094 0.09
H -0.553 0.569 -6.034 0.07
C 5.661 -3.736 5.792 -0.07
C 4.718 -2.596 5.485 -0.20
O 4.147 -2.717 4.163 0.04
C 3.143 -3.575 4.044 -0.61
O 2.671 -4.255 4.925 0.11
O 2.712 -3.549 2.782 0.01
C 1.565 -4.370 2.536 -0.04
H 6.449 -3.794 5.040 0.08
H 6.127 -3.562 6.763 0.08
H 5.125 -4.683 5.830 0.07
H 5.236 -1.640 5.452 0.13
H 3.907 -2.537 6.210 0.12
H 0.767 -4.127 3.231 0.08
H 1.823 -5.425 2.632 0.09
H 1.253 -4.141 1.522 0.10
C -5.372 -0.494 -7.316 -0.06
C -5.503 0.874 -7.939 -0.20
O -6.558 0.917 -8.929 0.04
C -7.790 1.016 -8.443 -0.62
O -8.098 1.132 -7.283 0.12
O -8.650 0.986 -9.466 0.00
C -10.024 1.095 -9.081 -0.04
H -5.201 -1.252 -8.080 0.08
H -4.511 -0.512 -6.649 0.07
H -6.264 -0.746 -6.743 0.08
H -4.613 1.141 -8.506 0.12
H -5.697 1.644 -7.192 0.12
H -10.186 1.995 -8.491 0.10
H -10.324 0.228 -8.493 0.10
H -10.579 1.136 -10.014 0.09


No. 2
128
Properties=species:S:1:pos:R:3:lowdin_charge:R:1 method="wB97M-V/def2-TZVPD" e_tot_ev=-146899.2682 molar_mass_g_mol=852.9 spin_multiplicity=1
C 3.644 3.464 4.306 -0.15
C 2.096 3.858 3.808 -0.21
C 1.020 2.607 4.092 -0.27
C 1.510 2.013 5.580 -0.10
C 1.040 1.503 2.899 -0.20
C 0.654 -0.051 3.386 -0.23
C -0.765 -0.118 4.238 -0.10
C -2.065 -0.343 3.210 -0.20
C -3.225 -1.319 3.833 -0.17
C -4.089 -2.070 2.615 -0.17
N -4.372 -3.490 3.146 -0.22
C -3.571 -4.743 2.855 -0.04
C -4.364 -5.868 3.747 -0.08
C -5.632 -5.119 4.501 -0.07
C -5.598 -3.522 4.038 -0.05
O 1.771 -0.768 4.001 -0.24
C 2.130 -2.008 3.266 -0.73
Br 3.575 -2.836 4.462 0.69
C 2.891 -1.773 1.846 -0.20
C 2.031 -1.976 0.486 -0.20
C 2.080 -3.528 -0.136 -0.15
C 1.718 -3.494 -1.769 -0.18
O 2.777 -2.892 -2.589 -0.10
C 2.402 -1.577 -3.126 -0.27
C 1.038 -1.200 -3.953 -0.02
O 3.292 -0.566 -2.924 -0.05
P 0.747 -3.340 3.260 0.73
N 1.527 -4.777 3.032 -0.22
O -0.523 -3.074 2.104 -0.25
O 0.044 -3.476 4.884 -0.26
N 0.205 1.766 1.686 -0.15
C 0.916 1.488 0.379 -0.08
C -0.338 3.161 1.565 -0.21
O -1.206 3.166 0.341 -0.26
C -2.576 3.571 0.690 -0.13
H 4.443 4.060 3.674 0.08
H 3.791 3.615 5.467 0.08
H 3.835 2.314 4.048 0.08
H 2.200 4.122 2.672 0.09
H 1.778 4.757 4.491 0.11
H -0.053 3.076 4.326 0.13
H 1.774 2.924 6.304 0.10
H 2.409 1.269 5.499 0.09
H 0.642 1.428 6.132 0.08
H 2.172 1.416 2.531 0.15
H 0.411 -0.616 2.363 0.12
H -0.818 -1.015 4.999 0.11
H -1.013 0.855 4.838 0.10
H -2.526 0.740 3.023 0.11
H -1.754 -0.769 2.166 0.09
H -4.028 -0.738 4.477 0.12
H -2.699 -2.192 4.419 0.11
H -5.083 -1.506 2.346 0.13
H -3.462 -2.129 1.612 0.12
H -2.634 -4.801 2.154 0.10
H -4.001 -6.991 3.794 0.08
H -6.418 -5.617 5.225 0.07
H -6.343 -2.648 4.351 0.12
H 3.292 -0.649 1.848 0.13
H 3.867 -2.443 1.754 0.11
H 0.920 -1.616 0.503 0.10
H 2.564 -1.316 -0.355 0.11
H 3.087 -4.079 0.091 0.13
H 1.135 -4.069 0.355 0.09
H 0.671 -2.979 -1.839 0.12
H 1.555 -4.642 -2.055 0.14
H 0.136 -1.340 -3.184 0.09
H 0.799 -1.891 -4.866 0.10
H 1.058 -0.049 -4.201 0.11
H 1.136 -5.246 2.186 -0.03
H -1.377 -3.030 2.626 0.03
H 0.023 -4.459 5.109 0.09
H 0.158 1.024 -0.394 0.10
H 1.291 2.521 -0.087 0.11
H 1.864 0.808 0.462 0.08
H 0.485 3.995 1.339 0.14
H -1.069 3.490 2.444 0.13
H -3.263 3.280 -0.241 0.10
H -2.700 4.727 0.857 0.11
H -2.996 2.919 1.590 0.10
C -2.874 0.256 -3.664 -0.12
O -2.917 -1.102 -4.091 -0.21
C -4.248 -1.630 -4.099 -0.19
C -4.850 -1.611 -5.510 -0.19
O -5.023 -0.274 -5.989 -0.20
C -3.972 0.133 -6.859 -0.11
H -1.914 0.680 -3.965 0.09
H -3.669 0.858 -4.103 0.08
H -2.946 0.297 -2.572 0.09
H -4.885 -1.086 -3.392 0.13
H -4.181 -2.668 -3.761 0.12
H -5.844 -2.070 -5.472 0.12
H -4.238 -2.196 -6.208 0.12
H -4.135 -0.298 -7.852 0.09
H -2.988 -0.165 -6.490 0.08
H -3.996 1.223 -6.939 0.08
C -2.526 4.174 -2.829 -0.12
O -2.528 4.528 -4.208 -0.19
C -3.827 4.414 -4.798 -0.19
C -4.525 5.777 -4.884 -0.19
O -4.800 6.309 -3.585 -0.20
C -3.834 7.272 -3.175 -0.11
H -1.612 4.563 -2.376 0.09
H -3.380 4.584 -2.289 0.08
H -2.524 3.083 -2.732 0.07
H -4.441 3.691 -4.248 0.12
H -3.684 4.030 -5.813 0.12
H -5.490 5.645 -5.388 0.12
H -3.934 6.487 -5.476 0.13
H -4.043 8.227 -3.666 0.09
H -2.813 6.960 -3.406 0.08
H -3.920 7.404 -2.093 0.09
C 5.922 -1.278 -2.069 -0.11
O 6.629 -1.264 -0.834 -0.20
C 7.312 -2.496 -0.582 -0.20
C 8.799 -2.397 -0.946 -0.19
O 8.983 -2.200 -2.351 -0.20
C 9.216 -0.835 -2.684 -0.11
H 5.688 -0.247 -2.343 0.08
H 6.499 -1.726 -2.878 0.09
H 4.982 -1.827 -1.946 0.06
H 6.830 -3.323 -1.116 0.13
H 7.228 -2.695 0.491 0.12
H 9.287 -3.344 -0.688 0.12
H 9.293 -1.602 -0.375 0.12
H 10.256 -0.579 -2.460 0.08
H 8.551 -0.157 -2.144 0.08
H 9.044 -0.709 -3.756 0.09


No. 3
126
Properties=species:S:1:pos:R:3:lowdin_charge:R:1 method="wB97M-V/def2-TZVPD" e_tot_ev=-63665.3283 molar_mass_g_mol=728.1 total_charge=+1 spin_multiplicity=1
C -1.674 3.271 -1.388 -0.05
C -0.466 2.344 -0.743 -0.20
C -1.034 1.169 0.039 -0.11
N -0.019 0.301 0.735 -0.24
C 0.769 1.098 1.684 0.01
C 0.943 -0.226 -0.275 -0.16
C 1.674 -1.405 0.312 -0.17
C 0.647 -2.002 1.326 -0.11
C -0.548 -0.964 1.321 -0.06
H -2.232 3.755 -0.645 0.01
H -2.147 2.415 -2.104 0.13
H -1.201 4.124 -1.896 0.04
H 0.157 2.971 -0.105 0.09
H -0.008 2.013 -1.618 0.06
H -1.490 0.452 -0.712 0.15
H -1.529 1.691 0.833 0.12
H 1.472 0.541 2.226 0.08
H 0.123 1.299 2.552 0.09
H 1.286 1.950 1.455 0.08
H 1.928 0.426 -0.716 0.17
H 0.441 -0.350 -1.194 0.09
H 2.556 -0.980 0.945 0.13
H 2.089 -2.145 -0.319 0.07
H 1.058 -1.954 2.346 0.11
H 0.223 -2.840 1.089 0.02
H -0.803 -0.849 2.297 0.07
H -1.306 -1.240 0.587 0.12
C -1.132 -5.726 -2.965 -0.07
C -0.662 -4.466 -2.309 -0.20
N -0.168 -3.495 -1.766 0.14
H -0.701 -5.850 -3.945 0.07
H -0.897 -6.679 -2.296 0.14
H -2.202 -5.722 -3.124 0.07
C 6.077 -1.973 1.176 -0.05
C 7.382 -1.937 2.034 -0.25
N 8.367 -2.127 2.529 0.11
H 5.222 -1.894 1.811 0.02
H 6.033 -1.164 0.605 -0.01
H 6.098 -2.882 0.468 0.11
C -1.663 -1.537 6.307 -0.07
C -0.918 -0.492 5.449 -0.24
N -0.292 0.361 4.884 0.13
H -1.863 -1.029 7.241 0.06
H -2.721 -1.851 5.698 0.14
H -0.994 -2.454 6.448 0.10
C -4.099 5.020 -3.844 -0.06
C -2.612 4.860 -4.295 -0.24
N -1.633 4.579 -4.707 0.16
H -4.659 4.221 -3.123 0.13
H -4.097 6.031 -3.348 0.07
H -4.838 5.215 -4.666 0.08
C -0.939 5.893 1.237 0.00
C -1.988 4.865 1.958 -0.16
N -2.709 4.021 2.417 0.11
H 0.009 5.495 1.227 0.04
H -1.199 6.338 0.373 0.02
H -0.983 6.707 1.972 0.08
C -0.190 -0.951 -4.488 -0.07
C -1.250 -0.012 -5.059 -0.22
N -2.017 0.783 -5.510 0.11
H -0.776 -1.701 -3.958 0.05
H 0.416 -1.454 -5.203 0.06
H 0.524 -0.431 -3.879 0.05
C 2.138 -6.212 1.952 0.00
C 2.691 -4.809 2.081 -0.21
N 3.209 -3.824 2.169 0.17
H 2.315 -6.722 2.825 0.06
H 1.157 -5.992 1.858 0.02
H 2.468 -6.834 1.186 0.07
C 3.784 2.265 -3.674 -0.04
C 3.267 2.646 -2.345 -0.32
N 2.910 2.853 -1.307 0.17
H 4.876 2.464 -3.518 0.11
H 3.422 1.248 -3.767 0.05
H 3.286 3.066 -4.302 0.09
C 3.023 -2.629 -3.456 -0.05
C 3.625 -1.460 -2.533 -0.27
N 4.011 -0.741 -1.801 0.16
H 3.686 -2.578 -4.518 0.14
H 3.375 -3.604 -3.035 0.06
H 1.822 -2.554 -3.393 0.07
C -3.385 0.804 3.553 -0.05
C -4.350 0.044 2.713 -0.34
O -3.917 -1.097 2.100 -0.04
H -3.379 0.413 4.535 0.06
H -3.578 1.825 3.583 0.04
H -2.522 0.679 2.985 0.03
H -4.828 0.675 1.996 0.11
H -5.179 -0.145 3.248 0.08
H -4.561 -1.422 1.556 -0.02
C 1.214 6.022 -2.128 -0.08
C 1.799 5.668 -3.596 -0.30
O 1.220 4.444 -3.861 -0.14
H 1.743 6.892 -1.546 0.10
H 1.533 5.167 -1.455 0.06
H 0.257 6.224 -2.268 -0.02
H 2.985 5.624 -3.501 0.15
H 1.589 6.454 -4.176 0.05
H 0.224 4.399 -4.040 0.05
C 4.791 2.071 1.515 -0.09
C 5.039 1.165 2.725 -0.39
O 4.038 0.385 3.080 0.01
H 5.669 2.400 0.948 0.08
H 4.104 2.911 1.751 0.08
H 4.336 1.595 0.710 0.00
H 5.252 1.914 3.603 0.14
H 6.063 0.678 2.482 0.12
H 4.282 0.005 3.818 0.02
C -2.133 -5.624 2.240 -0.07
C -2.792 -4.306 2.163 -0.42
O -2.509 -3.583 3.282 -0.08
H -1.226 -5.268 2.358 -0.01
H -2.336 -6.233 1.400 0.07
H -2.391 -6.190 3.292 0.15
H -3.906 -4.316 2.136 0.13
H -2.543 -3.922 1.209 0.09
H -2.595 -2.621 3.022 0.08
C -4.210 -1.181 -1.455 -0.11
C -5.532 -1.806 -1.107 -0.26
O -5.811 -1.720 0.359 -0.12
H -3.949 -1.452 -2.493 0.07
H -3.345 -1.887 -1.003 0.11
H -4.295 -0.113 -1.205 0.08
H -5.672 -2.837 -1.460 0.11
H -6.351 -1.037 -1.380 0.14
H -6.760 -1.764 0.489 0.09